Record 1
ORCA calculation (ωB97M-V/def2-TZVPD) on C8H9N3O in the gas phase at a distorted geometry.

The value obtained for the total energy is -14957.533 eV. As for the orbital gap (alpha / beta): 7.8 / 7.8 eV. For the energy above the lowest of the compared OMol25 structures with the same formula, charge and spin, the calculation gives 162.37 kJ/mol. The charge is 0. As for the SMILES: N#Cc1[nH]c(=O)n2c1CCCC2.

Last column: Mulliken charge in e.
Element x y z (Å)
C -0.672 1.820 3.667  0.339
C -0.962 1.893 2.333  -0.142
C -0.262 0.875 1.210  0.106
C -1.756 2.275 0.206  0.295
C 0.760 -0.181 1.329  -0.146
C 1.017 -0.928 0.026  -0.780
C -0.219 -0.901 -0.888  -0.597
C -0.472 0.529 -1.143  -0.649
N -0.407 1.536 4.762  -0.538
N -1.753 2.613 1.507  -0.107
N -0.910 1.257 0.075  0.142
O -2.569 2.673 -0.619  -0.708
H 1.658 0.254 1.644  0.312
H 0.421 -0.984 2.093  0.275
H 1.918 -0.550 -0.534  0.314
H 1.527 -1.854 0.397  0.319
H 0.090 -1.352 -1.858  0.312
H -1.020 -1.347 -0.447  0.370
H 0.424 0.972 -1.454  0.361
H -1.346 0.591 -1.953  0.291
H -2.195 3.453 1.784  0.232

---

Record 2
ORCA calculation (ωB97M-V/def2-TZVPD) on a molecular structure, C25H33BF4NO2SeTeTi at a distorted geometry.

The value obtained for the total energy is -139354.820 eV. Its expectation value of S² is 2.032. As for the orbital gap (alpha / beta): 6.0 / 7.2 eV. For the energy above the lowest of the compared OMol25 structures with the same formula, charge and spin, the calculation gives 74.00 kJ/mol. The charge is -1. As for the spin multiplicity: 3.

Last column: Mulliken charge in e.
Element x y z (Å)
Ti -0.817 0.063 -0.288  -0.514
C 0.340 3.697 -2.912  -1.420
C 1.007 2.456 -2.334  -0.300
O 0.631 2.129 -1.001  0.541
C 0.733 3.185 -0.047  -0.354
C 2.171 3.593 0.236  -1.492
H 0.523 3.726 -3.986  0.425
H 0.741 4.613 -2.474  0.360
H -0.736 3.658 -2.741  0.183
H 2.097 2.567 -2.388  0.274
H 0.715 1.582 -2.917  0.166
H 0.267 2.784 0.851  0.255
H 0.141 4.042 -0.376  0.485
H 2.748 2.738 0.592  0.212
H 2.167 4.360 1.011  0.450
H 2.660 4.000 -0.651  0.358
C 2.914 -0.350 -1.835  -2.038
C 2.095 -0.723 -0.631  0.015
O 0.786 -0.554 -0.720  0.422
C 2.719 -1.263 0.530  1.424
C 4.125 -1.253 0.688  -0.744
C 4.715 -1.819 1.799  -0.685
C 3.943 -2.411 2.794  -0.606
C 2.556 -2.421 2.661  -0.924
C 1.950 -1.862 1.558  0.120
H 2.248 -0.225 -2.688  0.351
H 3.643 -1.129 -2.063  0.481
H 3.452 0.593 -1.684  0.259
H 4.739 -0.769 -0.062  0.363
H 5.794 -1.795 1.901  0.388
H 4.417 -2.859 3.658  0.387
H 1.945 -2.870 3.434  0.453
H 0.875 -1.877 1.458  0.474
C 1.378 -5.934 -1.764  -1.096
Te 1.405 -3.822 -1.292  0.537
C 0.414 -3.338 -3.136  -0.984
H 0.347 -6.272 -1.851  0.325
H 1.859 -6.469 -0.948  0.294
H 1.907 -6.148 -2.690  0.292
H 0.913 -3.849 -3.956  0.463
H 0.482 -2.261 -3.266  0.081
H -0.634 -3.624 -3.094  0.327
C -0.790 0.367 4.565  -0.533
C -1.941 0.062 3.849  -0.773
C -1.922 0.063 2.461  -0.501
C -0.764 0.362 1.721  1.165
C 0.371 0.688 2.484  0.095
C 0.367 0.691 3.872  -0.810
H -0.798 0.355 5.648  0.355
H -2.849 -0.191 4.384  0.399
H -2.848 -0.178 1.943  0.408
H 1.298 0.933 1.970  0.372
H 1.277 0.931 4.412  0.409
Se -2.250 2.077 -0.910  -0.688
C -4.066 1.917 -0.354  0.319
C -4.466 2.334 0.914  -0.229
C -5.809 2.269 1.243  -0.369
N -6.759 1.824 0.422  -0.676
C -6.362 1.413 -0.781  -0.373
C -5.049 1.443 -1.217  -0.311
H -3.734 2.703 1.621  0.413
H -6.151 2.595 2.222  0.356
H -7.149 1.039 -1.430  0.344
H -4.775 1.104 -2.207  0.377
F -1.567 -0.972 -2.211  -0.322
B -2.275 -1.778 -1.270  0.246
F -2.936 -2.801 -1.885  -0.308
F -3.104 -0.916 -0.528  -0.102
F -1.323 -2.228 -0.313  -0.273

---

Record 3
ORCA calculation (ωB97M-V/def2-TZVPD) on C4H8O in the gas phase at a distorted geometry.

The value obtained for the total energy is -6323.855 eV. As for the orbital gap: 11.2 eV. For the energy above the lowest of the compared OMol25 structures with the same formula, charge and spin, the calculation gives 126.71 kJ/mol. The charge is 0. As for the SMILES: OCC1CC1.

Last column: Mulliken charge in e.
Element x y z (Å)
O 1.184 -0.647 1.297  -0.497
C 1.312 0.368 0.322  -0.548
C 0.036 0.533 -0.537  -0.025
C -1.283 0.445 0.176  -0.326
C -0.803 -0.705 -0.672  -0.694
H 0.803 -1.438 0.857  0.273
H 2.157 0.161 -0.356  0.275
H 1.501 1.312 0.852  0.309
H 0.157 1.222 -1.382  0.379
H -1.205 0.274 1.246  0.212
H -2.131 1.055 -0.130  0.267
H -0.444 -1.574 -0.079  0.099
H -1.284 -1.006 -1.595  0.275

---

Record 4
ORCA calculation (ωB97M-V/def2-TZVPD) on 5 unconnected molecules or ions with the total composition C16H36NO8S4 at a distorted geometry.

The value obtained for the total energy is -78371.728 eV. As for the orbital gap: 10.1 eV. For the energy above the lowest of the compared OMol25 structures with the same formula, charge and spin, the calculation gives 313.96 kJ/mol. The charge is +1.

Last column: Mulliken charge in e.
Element x y z (Å)
N 2.046 0.317 -2.117  0.023
H 1.575 -0.123 -1.531  -0.170
H 2.810 0.552 -1.414  0.407
H 1.552 0.992 -2.546  0.290
H 2.179 -0.138 -2.881  0.337
C -0.706 -3.548 -1.682  0.001
C -1.390 -4.266 -2.835  -0.877
C -0.646 -3.809 -4.055  -0.795
S 1.092 -3.770 -3.544  1.171
O 1.754 -2.577 -4.002  -0.676
O 1.534 -5.049 -3.952  -0.659
C 0.823 -3.758 -1.816  -0.661
H -1.012 -4.180 -0.740  0.328
H -0.830 -2.545 -1.694  -0.033
H -2.456 -3.979 -2.978  0.319
H -1.367 -5.321 -2.682  0.382
H -1.062 -2.895 -4.241  0.442
H -0.635 -4.495 -5.026  0.372
H 1.385 -2.874 -1.588  0.199
H 1.077 -4.741 -1.422  0.433
C 0.689 -2.619 2.598  -1.030
C 1.349 -1.998 3.856  -0.765
C 2.100 -0.801 3.347  -1.140
S 1.243 -0.101 1.971  1.578
O 2.238 0.238 0.982  -0.755
O 0.469 0.937 2.590  -0.676
C 0.409 -1.506 1.612  0.457
H -0.017 -3.223 2.916  0.671
H 1.460 -3.204 2.132  0.286
H 1.974 -2.715 4.321  0.390
H 0.559 -1.500 4.370  0.342
H 3.075 -0.830 3.109  0.629
H 2.231 0.121 4.170  0.319
H 0.633 -1.832 0.682  -0.451
H -0.573 -1.264 1.590  -0.026
C 1.566 5.484 1.930  -0.628
C 2.664 5.578 0.841  -0.631
C 2.114 5.126 -0.506  -0.722
S 0.716 4.044 -0.105  1.107
O 1.067 2.773 -0.625  -0.478
O -0.515 4.657 -0.621  -0.702
C 0.783 4.136 1.620  -0.834
H 0.782 6.346 1.717  0.293
H 2.003 5.462 2.979  0.353
H 3.346 4.992 1.367  0.349
H 3.242 6.658 0.964  0.275
H 2.655 4.536 -1.145  0.418
H 1.637 6.041 -1.129  0.263
H 1.578 3.390 1.795  0.141
H -0.040 3.947 2.093  0.825
C -4.506 -0.402 0.034  -0.675
C -3.773 0.126 1.211  -0.680
C -2.707 1.249 0.815  -0.994
S -2.234 0.683 -0.870  1.027
O -0.801 0.314 -0.611  -0.175
O -2.592 1.719 -1.745  -0.699
C -3.332 -0.672 -0.927  -0.846
H -5.291 0.272 -0.332  0.335
H -5.155 -1.289 0.311  0.327
H -3.077 -0.655 1.915  0.076
H -4.318 0.662 1.837  0.541
H -1.955 1.451 1.370  0.545
H -3.051 2.289 0.745  0.550
H -2.805 -1.551 -0.553  0.061
H -3.563 -0.867 -1.873  0.919

---

Q: What is the charge in the third record?
A: 0

---

Q: Number 2 is which compound?
A: C25H33BF4NO2SeTeTi